ORCA calculation (the ωB97M-V functional and the def2-TZVPD basis) on a molecular structure, C22H16Cl2N6O2Pt.

XYZ file:
```
49
Properties=species:S:1:pos:R:3:nbo_charge:R:1
Pt -0.15 -0.12 -0.53 0.858
Cl 1.05 -4.22 5.00 0.000
C 0.94 -2.79 4.04 -0.113
C 0.43 -2.86 2.77 -0.272
C 0.34 -1.70 1.97 0.160
N 0.08 -1.70 0.66 -0.615
C -0.45 -2.84 0.00 0.589
O -0.06 -4.00 0.18 -0.586
C -1.59 -2.47 -0.81 0.135
C -2.54 -3.39 -1.27 -0.207
C -3.76 -2.96 -1.70 -0.144
C -4.04 -1.57 -1.68 -0.250
C -3.03 -0.70 -1.32 0.061
N -1.83 -1.11 -0.92 -0.407
C 0.58 -0.41 2.59 0.167
C 1.22 -0.40 3.85 -0.295
C 1.40 -1.56 4.56 -0.056
Cl 2.19 -1.53 6.09 0.001
N 0.13 0.69 2.01 -0.680
C 0.67 1.86 1.69 0.615
O 0.25 2.98 1.90 -0.644
C 1.88 1.62 0.80 0.158
C 3.11 2.20 1.08 -0.225
C 4.20 1.90 0.27 -0.130
C 4.00 1.02 -0.80 -0.266
C 2.75 0.47 -1.00 0.068
N 1.70 0.74 -0.21 -0.446
H 0.15 -3.81 2.34 0.250
H -2.28 -4.44 -1.25 0.254
H -4.52 -3.65 -2.03 0.228
H -5.01 -1.19 -1.94 0.231
H -3.19 0.37 -1.35 0.210
H 1.52 0.55 4.28 0.223
H 3.20 2.87 1.92 0.243
H 5.17 2.32 0.46 0.225
H 4.81 0.78 -1.47 0.229
H 2.58 -0.22 -1.82 0.212
C -1.54 3.17 -0.71 -0.681
C -1.07 2.48 -1.93 0.407
N -0.49 1.29 -1.97 -0.498
C -0.20 1.03 -3.28 -0.082
C -0.62 2.07 -4.04 -0.085
N -1.16 2.98 -3.18 -0.503
H -1.76 2.43 0.07 0.270
H -2.42 3.77 -0.91 0.224
H -0.76 3.82 -0.31 0.274
H 0.27 0.11 -3.58 0.233
H -0.57 2.24 -5.10 0.229
H -1.56 3.87 -3.43 0.431
```

Results
LUMO energy (spin up / spin down), eV: -0.72 / -0.72
Kohn-Sham gap (spin up / spin down), Eh: 0.188 / 0.188
HOMO level (spin up / spin down), eV: -5.8261 / -5.8267



ORCA calculation (the ωB97M-V functional and the def2-TZVPD basis) on a molecular structure, C22H16Cl3FN2O2Sn.

XYZ file:
```
47
Properties=species:S:1:pos:R:3:nbo_charge:R:1
Sn 0.09 2.22 -2.04 1.327
F -1.30 3.39 -1.18 -0.801
C 0.17 0.86 -0.39 -0.731
C 0.38 0.18 0.62 -0.004
C 0.63 -0.65 1.73 -0.427
C 0.89 -2.04 1.47 0.113
C 1.29 -2.48 0.18 -0.294
C 1.49 -3.82 -0.12 -0.200
C 1.30 -4.81 0.84 -0.335
C 0.89 -4.42 2.11 -0.217
C 0.69 -3.08 2.42 -0.292
C 0.49 -0.06 3.05 0.114
C 1.11 -0.57 4.21 -0.289
C 0.97 0.04 5.45 -0.218
C 0.21 1.19 5.60 -0.312
C -0.39 1.73 4.46 -0.198
C -0.25 1.13 3.22 -0.267
H 1.46 -1.73 -0.58 0.224
H 1.80 -4.08 -1.12 0.189
H 1.45 -5.86 0.60 0.184
H 0.71 -5.17 2.87 0.183
H 0.33 -2.83 3.41 0.203
H 1.75 -1.44 4.12 0.204
H 1.48 -0.39 6.30 0.184
H 0.10 1.67 6.56 0.184
H -0.96 2.65 4.54 0.190
H -0.71 1.58 2.35 0.230
N -1.44 -1.42 -1.74 -0.799
C -2.30 -0.78 -2.56 0.408
C -3.47 -1.41 -3.05 -0.314
C -4.29 -0.73 -3.91 -0.160
C -3.96 0.57 -4.30 -0.347
C -2.79 1.10 -3.78 0.079
N -1.98 0.46 -2.95 -0.497
H -1.76 -2.26 -1.28 0.382
H -0.81 -0.83 -1.19 0.455
H -3.71 -2.42 -2.72 0.201
H -5.19 -1.20 -4.29 0.197
H -4.58 1.14 -4.97 0.205
H -2.48 2.11 -4.04 0.200
Cl 1.65 5.73 -3.41 -0.020
C 3.24 4.90 -3.34 -0.196
Cl 4.52 6.13 -3.53 -0.031
Cl 3.34 3.77 -4.71 -0.021
C 3.31 4.13 -1.91 0.749
O 3.93 4.73 -1.05 -0.684
O 2.68 3.06 -1.94 -0.750
```

Results
LUMO energy, eV: 4.41
Net charge: -2
Kohn-Sham gap, Eh: 0.174
HOMO level, eV: -0.3320



ORCA calculation (the ωB97M-V functional and the def2-TZVPD basis) on a molecular structure, C22H16Cl5HfO3Se.

XYZ file:
```
48
Properties=species:S:1:pos:R:3:nbo_charge:R:1
Hf -0.40 -1.32 0.86 2.112
Cl 5.64 1.38 3.82 0.063
C 4.41 0.47 3.03 -0.070
C 4.71 -0.19 1.83 -0.143
C 3.75 -0.93 1.18 -0.087
Cl 4.12 -1.76 -0.29 0.078
C 2.44 -1.02 1.68 0.355
O 1.54 -1.75 1.04 -0.802
C 2.15 -0.34 2.89 -0.214
C 0.86 -0.41 3.50 0.470
O -0.17 -0.93 3.03 -0.695
C 3.15 0.39 3.56 -0.159
H 5.70 -0.13 1.41 0.261
H 0.78 0.03 4.50 0.182
H 2.92 0.90 4.48 0.243
Cl -4.30 4.85 -0.02 0.062
C -3.13 3.59 0.11 -0.030
C -3.50 2.36 0.61 -0.230
C -2.53 1.39 0.70 -0.082
Cl -2.92 -0.21 1.32 0.102
C -1.21 1.58 0.30 0.299
O -0.32 0.58 0.41 -0.832
C -0.87 2.83 -0.19 -0.078
Cl 0.76 3.11 -0.68 0.067
C -1.82 3.83 -0.29 -0.217
H -4.52 2.17 0.93 0.257
H -1.54 4.80 -0.68 0.259
C 1.07 -8.10 0.37 -0.633
C 0.55 -6.74 0.01 0.001
C 0.61 -6.25 -1.30 -0.189
C 0.11 -5.01 -1.66 -0.052
C 0.19 -4.55 -3.08 -0.637
C -0.47 -4.22 -0.66 -0.074
Se -1.26 -2.52 -1.21 -0.168
C -0.54 -4.67 0.66 -0.113
C -1.08 -3.83 1.79 -0.673
C -0.03 -5.92 0.97 -0.162
H 1.61 -8.55 -0.47 0.225
H 0.25 -8.77 0.63 0.231
H 1.74 -8.05 1.22 0.226
H 1.06 -6.87 -2.06 0.218
H 0.69 -5.29 -3.70 0.228
H 0.74 -3.61 -3.15 0.231
H -0.80 -4.37 -3.49 0.232
H -0.27 -3.29 2.30 0.223
H -1.51 -4.44 2.58 0.284
H -1.91 -3.18 1.46 0.224
H -0.08 -6.27 2.00 0.205
```

Results
LUMO energy, eV: -4.47
Net charge: +1
Kohn-Sham gap, Eh: 0.243
HOMO level, eV: -11.0749



ORCA calculation (the ωB97M-V functional and the def2-TZVPD basis) on 2 unconnected molecules or ions with the total composition C22H16F4N.

XYZ file:
```
43
Properties=species:S:1:pos:R:3:nbo_charge:R:1
F -3.29 2.49 2.43 -0.304
C -3.00 1.14 2.49 0.418
C -4.06 0.24 2.40 -0.257
C -3.73 -1.12 2.45 0.404
F -4.75 -2.04 2.37 -0.302
C -2.44 -1.57 2.58 -0.201
C -1.36 -0.64 2.71 -0.137
C -0.07 -1.18 2.98 0.151
C 1.21 -0.66 2.66 -0.143
C 2.30 -1.58 2.67 -0.174
C 3.59 -1.12 2.57 0.397
F 4.62 -2.03 2.61 -0.302
C 3.91 0.24 2.44 -0.242
C 2.83 1.12 2.37 0.415
F 3.11 2.47 2.28 -0.303
C 1.50 0.71 2.40 -0.217
C -1.68 0.75 2.66 -0.223
H -5.09 0.58 2.28 0.277
H -2.21 -2.63 2.60 0.247
H -0.07 -2.22 3.31 0.240
H 2.08 -2.64 2.76 0.251
H 4.94 0.58 2.37 0.278
H 0.72 1.45 2.24 0.241
H -0.92 1.52 2.78 0.236
C 4.66 -1.51 7.18 -0.636
C 3.17 -1.61 7.28 -0.002
C 2.40 -0.91 6.34 -0.219
C 1.01 -1.04 6.37 -0.032
C 0.40 -1.84 7.38 0.105
N -0.97 -1.74 7.22 -0.498
C -1.26 -0.92 6.15 0.035
C -0.06 -0.48 5.60 -0.323
C 1.16 -2.49 8.35 -0.211
C 2.55 -2.38 8.28 -0.189
H 5.15 -2.15 7.93 0.226
H 5.01 -1.82 6.19 0.221
H 5.01 -0.48 7.34 0.228
H 2.87 -0.28 5.58 0.207
H -1.66 -2.18 7.83 0.432
H -2.28 -0.71 5.85 0.229
H 0.08 0.28 4.85 0.223
H 0.65 -3.06 9.13 0.228
H 3.18 -2.89 9.01 0.227
```

Results
LUMO energy, eV: -6.33
Net charge: +1
Kohn-Sham gap, Eh: 0.175
HOMO level, eV: -11.0991



ORCA calculation (the ωB97M-V functional and the def2-TZVPD basis) on a molecular structure, C22H17BrN4O8Pd.

XYZ file:
```
53
Properties=species:S:1:pos:R:3:nbo_charge:R:1
Pd 0.17 -0.43 0.08 0.966
Br -4.75 0.09 5.61 -0.062
C -3.18 0.02 4.51 -0.164
C -1.94 0.01 5.11 -0.221
C -0.81 -0.03 4.33 -0.348
C -0.88 -0.06 2.91 0.272
C -2.18 0.00 2.35 -0.266
C -3.31 0.02 3.12 -0.225
N 0.18 -0.12 2.09 -0.608
C 1.48 0.00 2.53 -0.187
C 2.48 0.03 1.60 0.072
C 3.89 0.06 1.88 -0.257
C 4.79 0.06 0.88 -0.211
C 4.35 0.03 -0.47 -0.449
C 2.99 0.00 -0.70 0.084
N 2.08 0.01 0.26 -0.552
H -1.85 0.03 6.19 0.199
H 0.15 -0.07 4.83 0.196
H -2.27 0.01 1.27 0.247
H -4.29 0.03 2.67 0.211
H 1.71 0.03 3.59 0.171
H 4.19 0.04 2.92 0.191
H 5.86 0.05 1.08 0.182
H 5.06 0.04 -1.29 0.193
H 2.62 0.00 -1.72 0.218
O -0.62 -0.49 -4.00 -0.702
C -0.58 -0.91 -2.84 0.778
O 0.29 -0.51 -1.99 -0.759
C -1.55 -2.01 -2.43 -0.278
C -2.07 -2.81 -3.42 -0.095
C -2.89 -3.91 -3.15 -0.091
C -3.14 -4.26 -1.81 -0.137
C -2.65 -3.46 -0.82 -0.074
C -1.88 -2.26 -1.05 0.527
O -1.57 -1.54 -0.07 -0.715
N -2.89 -3.83 0.56 0.532
O -3.81 -3.29 1.16 -0.361
O -2.17 -4.70 1.03 -0.385
N -3.44 -4.67 -4.18 0.517
O -3.21 -4.36 -5.36 -0.443
O -4.16 -5.64 -3.89 -0.464
H -1.83 -2.58 -4.45 0.259
H -3.71 -5.14 -1.59 0.240
C -1.53 4.21 -0.04 -0.721
C -0.78 2.89 -0.08 0.604
C 0.72 2.95 -0.06 -0.744
O -1.38 1.84 -0.12 -0.541
H -0.86 5.06 -0.06 0.198
H -2.14 4.24 0.85 0.236
H -2.20 4.26 -0.90 0.231
H 1.11 3.96 -0.12 0.192
H 1.08 2.33 -0.89 0.266
H 1.06 2.46 0.86 0.273
```

Results
LUMO energy, eV: 4.17
Net charge: -2
Kohn-Sham gap, Eh: 0.154
HOMO level, eV: -0.0092



One value per record, in order, for maximum force: 3.8; 0.4; 0.6; 1.8; 1.8 eV Å⁻¹.